1.
A molecular structure, C36H29N13O4S3W in a non-equilibrium geometry. Source: the OMol25 dataset; level of theory: ωB97M-V/def2-TZVPD.

Structure (XYZ):
```
86
C36H29N13O4S3W (ωB97M-V/def2-TZVPD)
W -0.4439 -1.0066 -0.9780
C -3.0960 1.7129 1.2041
C -2.4983 0.6082 0.3919
N -1.1740 0.4788 0.2323
N -0.3220 1.1930 1.0152
C 0.9138 0.7834 0.8348
O 1.1732 -0.1255 -0.0679
C 2.0176 1.3712 1.5879
C 1.8143 2.2771 2.6318
C 2.9010 2.7988 3.3059
C 4.1923 2.4351 2.9503
C 4.3985 1.5345 1.9162
C 3.3196 1.0026 1.2417
C -3.2536 -0.4842 -0.0937
C -4.6607 -0.5673 -0.0355
C -5.2870 -1.7623 -0.2681
C -4.4977 -2.8970 -0.5339
C -3.1417 -2.7452 -0.6639
N -2.4999 -1.5670 -0.5368
H -2.3033 2.3859 1.5180
H -3.5796 1.2889 2.0824
H -3.8443 2.2647 0.6368
H 0.8060 2.5524 2.8950
H 2.7490 3.5022 4.1120
H 5.0375 2.8692 3.4631
H 5.4016 1.2475 1.6397
H 3.4503 0.3040 0.4289
H -5.2169 0.3215 0.2172
H -6.3604 -1.8510 -0.2133
H -4.9454 -3.8689 -0.6387
H -2.5088 -3.6002 -0.8910
N 1.7404 1.1349 6.6614
C 1.1318 0.4821 5.6246
C -0.0574 0.9685 5.0718
C -0.7231 0.2430 4.1057
C -0.1979 -0.9602 3.6712
C 0.9918 -1.4472 4.1801
C 1.6566 -0.7243 5.1474
S -1.1381 -1.9474 2.5322
O -2.4100 -1.2999 2.3378
O -1.1737 -3.3134 2.9648
N -0.3825 -1.8677 1.0498
C 0.6574 -2.6637 0.7515
N 1.4390 -3.2692 1.6132
C 2.4423 -4.0023 1.1125
C 2.6626 -4.1216 -0.2539
C 1.8045 -3.4541 -1.1082
N 0.7837 -2.7053 -0.6254
H 1.4762 2.0843 6.8533
H 2.6791 0.8735 6.9042
H -0.4583 1.9058 5.4262
H -1.6566 0.5777 3.6840
H 1.3654 -2.3885 3.8088
H 2.5778 -1.0977 5.5664
H 3.0628 -4.4918 1.8485
H 3.4727 -4.7180 -0.6394
H 1.8893 -3.5166 -2.1866
S 3.3126 -1.0397 -3.7852
C 1.9518 -0.8965 -3.0233
N 0.8998 -0.7908 -2.4771
N 0.7553 3.3897 -0.5786
C 1.0811 2.8234 -1.7591
N 0.3596 1.9760 -2.4054
C 0.8374 1.7895 -3.6843
C 0.2435 1.0266 -4.6849
C 0.8600 0.9190 -5.9150
C 2.0612 1.5673 -6.1766
C 2.6546 2.3592 -5.2125
C 2.0363 2.4693 -3.9814
S 2.5369 3.4092 -2.6017
H 0.0590 2.9031 -0.0239
H 1.5011 3.8124 -0.0507
H -0.6822 0.5116 -4.4841
H 0.4011 0.3243 -6.6903
H 2.5374 1.4477 -7.1375
H 3.5751 2.8831 -5.4135
N -3.3996 1.2130 -3.3816
C -2.6069 0.1585 -3.0867
O -1.6716 0.3098 -2.2302
C -2.8229 -1.1164 -3.6971
C -1.8873 -2.0160 -3.2472
N -1.0176 -2.5227 -2.6369
C -3.8550 -1.3733 -4.5999
N -4.7130 -1.5469 -5.3449
H -4.0750 1.1484 -4.1219
H -3.1075 2.1196 -3.0513
```

Values from the calculation:
orbital gap (spin up / spin down) = 5.3 / 5.7 eV
energy relative to the best compared isomer or geometry (same formula, charge and spin) = 256.2 kJ/mol
HOMO energy (spin up / spin down) = -6.65 / -6.98 eV

***

2.
A molecular structure, C36H30Cl5N2P2Pt in a non-equilibrium geometry. Source: the OMol25 dataset; level of theory: ωB97M-V/def2-TZVPD.

Structure (XYZ):
```
76
C36H30Cl5N2P2Pt (ωB97M-V/def2-TZVPD)
Pt -0.0241 -0.3740 -0.6397
C -0.3777 1.7831 2.3614
C -1.5374 0.7793 2.3311
P -2.0538 0.2127 0.6414
C -3.0885 -1.2637 0.8790
C -3.5070 -1.9285 -0.2781
C -4.3437 -3.0226 -0.1839
C -4.7797 -3.4556 1.0616
C -4.3913 -2.7794 2.2119
C -3.5424 -1.6893 2.1278
C -3.3260 1.4103 0.1180
C -3.3202 1.9528 -1.1621
C -4.2703 2.8955 -1.5187
C -5.2549 3.2685 -0.6099
C -5.2888 2.6894 0.6535
C -4.3448 1.7491 1.0165
C 0.9965 1.1173 2.4917
P 1.6980 0.6214 0.8521
C 3.0971 -0.4876 1.0806
C 4.0386 -0.5492 0.0413
C 5.0957 -1.4383 0.1147
C 5.1961 -2.3090 1.1934
C 4.2554 -2.2642 2.2151
C 3.2050 -1.3655 2.1605
C 2.3415 2.1972 0.2234
C 3.6519 2.5793 0.5126
C 4.0883 3.8424 0.1510
C 3.2297 4.7240 -0.4938
C 1.9299 4.3402 -0.7906
C 1.4855 3.0783 -0.4395
H -0.5173 2.4314 3.2294
H -0.4128 2.4279 1.4780
H -2.4227 1.2513 2.7691
H -1.2869 -0.0949 2.9393
H -3.1700 -1.5805 -1.2458
H -4.6715 -3.5324 -1.0750
H -5.4347 -4.3094 1.1321
H -4.7653 -3.0909 3.1774
H -3.2531 -1.1756 3.0289
H -2.5574 1.6557 -1.8651
H -4.2422 3.3453 -2.4992
H -6.0099 3.9864 -0.8947
H -6.0587 2.9669 1.3570
H -4.4094 1.2782 1.9872
H 0.9328 0.2518 3.1545
H 1.7123 1.8233 2.9266
H 3.9383 0.1139 -0.8112
H 5.8358 -1.4662 -0.6705
H 6.0029 -3.0245 1.2399
H 4.3487 -2.9268 3.0607
H 2.4878 -1.3381 2.9662
H 4.3179 1.9108 1.0383
H 5.0990 4.1418 0.3808
H 3.5715 5.7106 -0.7623
H 1.2651 5.0265 -1.2947
H 0.4749 2.7655 -0.6752
Cl -0.4730 2.0927 -3.1971
C 0.7424 0.9303 -3.4685
C 0.9137 -0.1029 -2.5493
C 1.9503 -1.0038 -2.8036
Cl 2.2407 -2.2510 -1.6741
C 2.7769 -0.9191 -3.9345
Cl 4.0172 -2.0578 -4.1934
C 2.5701 0.1249 -4.8536
Cl 3.5529 0.2347 -6.2397
C 1.5573 1.0712 -4.6097
Cl 1.3375 2.3821 -5.6757
N -0.5156 -4.7168 -0.4196
C -0.0629 -4.5100 0.8473
C 0.0288 -3.1564 1.0003
N -0.3651 -2.5567 -0.1569
C -0.6870 -3.5223 -1.0006
H -0.6844 -5.6210 -0.8437
H 0.1553 -5.3078 1.5296
H 0.3486 -2.5955 1.8550
H -1.0372 -3.3765 -2.0063
```

Values from the calculation:
2S+1 = 5
total charge = +3
orbital gap (spin up / spin down) = 7.6 / 3.8 eV
<S²> = 6.02
energy relative to the best compared isomer or geometry (same formula, charge and spin) = 0.0 kJ/mol
HOMO energy (spin up / spin down) = -16.01 / -16.26 eV

***

3.
A molecular structure, C36H30IrN4O4S4. Source: the OMol25 dataset; level of theory: ωB97M-V/def2-TZVPD.

Structure (XYZ):
```
79
C36H30IrN4O4S4 (ωB97M-V/def2-TZVPD)
Ir 0.3673 0.0046 -0.1180
O 2.4938 0.7242 -3.0462
S 2.6243 0.0969 -1.7605
O 3.8912 -0.4572 -1.4132
O 1.4777 -0.9499 -1.5747
O 2.1345 1.0907 -0.6543
N 0.3677 -0.2881 1.8484
S -0.2200 0.4643 2.9762
N -1.2490 1.6962 2.7473
S -1.0317 3.0543 2.0326
N -1.6276 3.2664 0.6369
S -1.5638 2.4510 -0.7591
N -1.2396 1.0066 -0.8065
C -0.5061 3.4669 -1.7501
C -0.5236 4.8537 -1.6151
C 0.3441 5.5979 -2.3904
C 1.2161 4.9601 -3.2723
C 1.2140 3.5815 -3.3959
C 0.3343 2.8189 -2.6361
C -3.1928 2.7353 -1.3797
C -3.5798 1.9180 -2.4340
C -4.8256 2.1211 -3.0046
C -5.6560 3.1243 -2.5235
C -5.2517 3.9292 -1.4673
C -4.0086 3.7411 -0.8832
C 0.6464 3.6095 2.1172
C 1.4840 3.3687 1.0394
C 2.8133 3.7531 1.1304
C 3.2733 4.3821 2.2774
C 2.4183 4.6192 3.3492
C 1.0941 4.2283 3.2823
C -1.9317 4.2171 3.0104
C -2.4904 3.8259 4.2145
C -3.1749 4.7740 4.9634
C -3.2786 6.0792 4.5078
C -2.7027 6.4542 3.2981
C -2.0237 5.5206 2.5366
C 1.0463 1.0662 4.0646
C 0.7103 1.5652 5.3172
C 1.7259 2.0082 6.1456
C 3.0484 1.9488 5.7148
C 3.3619 1.4472 4.4606
C 2.3547 0.9930 3.6190
C -1.2222 -0.5630 4.0107
C -0.5642 -1.6410 4.5927
C -1.2957 -2.5283 5.3618
C -2.6619 -2.3372 5.5320
C -3.3037 -1.2639 4.9330
C -2.5851 -0.3612 4.1615
H -1.1998 5.3356 -0.9218
H 0.3483 6.6765 -2.3076
H 1.9003 5.5515 -3.8663
H 1.8981 3.0718 -4.0599
H 0.3432 1.7425 -2.7349
H -2.9236 1.1335 -2.7867
H -5.1469 1.4919 -3.8230
H -6.6279 3.2781 -2.9729
H -5.9073 4.7035 -1.0927
H -3.6874 4.3527 -0.0519
H 1.1433 2.8806 0.1383
H 3.4746 3.5474 0.3001
H 4.3084 4.6912 2.3424
H 2.7859 5.1108 4.2398
H 0.4233 4.4072 4.1118
H -2.4004 2.8029 4.5523
H -3.6268 4.4877 5.9032
H -3.8116 6.8128 5.0976
H -2.7831 7.4747 2.9499
H -1.5649 5.7971 1.5960
H -0.3216 1.5842 5.6472
H 1.4905 2.3863 7.1313
H 3.8400 2.2873 6.3703
H 4.3920 1.3960 4.1342
H 2.5750 0.5817 2.6413
H 0.4983 -1.7861 4.4404
H -0.8012 -3.3717 5.8234
H -3.2304 -3.0353 6.1316
H -4.3692 -1.1281 5.0598
H -3.0750 0.4702 3.6763
```

Values from the calculation:
2S+1 = 5
total charge = +1
orbital gap (spin up / spin down) = 7.7 / 7.7 eV
<S²> = 6.01
energy relative to the best compared isomer or geometry (same formula, charge and spin) = 0.0 kJ/mol
HOMO energy (spin up / spin down) = -10.60 / -11.52 eV

***

4.
A molecular structure, C36H31BeNO6P. Source: the OMol25 dataset; level of theory: ωB97M-V/def2-TZVPD.

Structure (XYZ):
```
76
C36H31BeNO6P (ωB97M-V/def2-TZVPD)
Be 1.3814 0.0959 -2.0939
C 4.6266 0.6138 0.0787
N 3.3523 1.2684 -0.1014
C 2.5756 1.2874 1.1101
C 3.4368 2.5616 -0.7374
C 2.3753 2.8275 -1.7938
C 2.1253 4.1704 -2.0739
C 1.3619 4.5504 -3.1651
C 0.8538 3.5626 -3.9923
C 1.0483 2.2296 -3.6621
C 1.7825 1.7928 -2.5451
H 5.2722 1.1236 0.8201
H 5.1451 0.5674 -0.8784
H 4.4554 -0.4103 0.4143
H 3.0640 1.8484 1.9309
H 2.4177 0.2633 1.4487
H 1.6051 1.7480 0.9182
H 4.3977 2.6212 -1.2582
H 3.4341 3.3775 0.0067
H 2.5451 4.9322 -1.4227
H 1.1792 5.5978 -3.3763
H 0.2892 3.8264 -4.8798
H 0.5980 1.4841 -4.3095
O 3.4668 -2.5774 -1.6194
C 2.4859 -2.1782 -1.0111
O 1.9327 -1.0434 -1.2111
C 1.8991 -3.1368 0.0512
C 2.6051 -4.3393 0.1387
C 2.2133 -5.3591 0.9798
C 1.0776 -5.2010 1.7546
C 0.3623 -4.0237 1.6928
C 0.7539 -2.9629 0.8677
P -0.2652 -1.4236 0.9812
C -1.9030 -2.2043 0.6610
C -2.0170 -2.8080 -0.5950
C -3.2353 -3.2669 -1.0613
C -4.3714 -3.1385 -0.2739
C -4.2673 -2.5657 0.9835
C -3.0469 -2.0929 1.4459
C -0.2479 -1.1632 2.8053
C 0.7942 -1.5918 3.6292
C 0.9270 -1.1177 4.9265
C 0.0354 -0.1807 5.4265
C -0.9835 0.2855 4.6074
C -1.1184 -0.1945 3.3165
H 3.4836 -4.4402 -0.4839
H 2.7879 -6.2759 1.0254
H 0.7532 -6.0003 2.4100
H -0.5219 -3.9055 2.3086
H -1.1361 -2.8852 -1.2205
H -3.3025 -3.7010 -2.0501
H -5.3343 -3.4652 -0.6463
H -5.1492 -2.4748 1.6068
H -2.9993 -1.6418 2.4287
H 1.5149 -2.3080 3.2560
H 1.7362 -1.4752 5.5521
H 0.1412 0.1931 6.4374
H -1.6547 1.0563 4.9674
H -1.8963 0.2045 2.6789
O -1.5613 -0.4952 -4.2055
C -1.1379 0.0094 -3.1773
O -0.0149 -0.2943 -2.6191
C -1.9894 1.0532 -2.4709
C -3.3086 1.2042 -2.8703
C -4.1540 2.1460 -2.2848
C -3.6118 2.9261 -1.2946
O -4.2107 3.9246 -0.5560
C -3.2163 4.3941 0.3407
O -2.0159 3.6863 0.1109
C -2.2929 2.7817 -0.8943
C -1.4555 1.8522 -1.4519
H -3.6645 0.5540 -3.6574
H -5.1833 2.2693 -2.5914
H -3.5486 4.2337 1.3759
H -3.0479 5.4659 0.1797
H -0.4290 1.7527 -1.1383
```

Values from the calculation:
total charge = -1
orbital gap = 8.0 eV
energy relative to the best compared isomer or geometry (same formula, charge and spin) = 0.0 kJ/mol
HOMO energy = -5.52 eV

***

| no. | electronic energy (a.u.) |
| --- | --- |
| 1 | -3663.81536 |
| 2 | -4601.29718 |
| 3 | -3606.35375 |
| 4 | -2252.93540 |